Here is a 4-piece molecular cluster, C29H30O14P overall from OMol25. Energies are from ωB97M-V/def2-TZVPD.

Positions of all 74 atoms, in Å:
O  -5.575  -0.409  -4.092
C  3.288  -0.734  2.904
C  2.405  -2.071  2.543
C  -4.282  -1.217  -2.300
O  -3.493  1.003  -6.977
H  2.796  0.557  -2.233
C  3.227  -3.005  5.134
C  -4.480  -0.819  -3.721
C  -0.314  -2.116  7.049
H  -0.398  -3.543  8.707
H  5.219  1.283  -2.221
H  -0.346  -1.863  -4.507
C  -3.350  2.184  -7.276
C  -3.110  -1.686  -1.869
H  -2.298  1.825  -9.161
O  -5.358  -1.086  -1.441
O  -0.165  -0.329  5.369
H  -2.952  -1.981  -0.839
O  -4.550  2.840  -5.233
H  5.709  2.809  -1.072
C  -2.159  -1.395  -4.202
H  4.625  1.509  0.880
H  4.764  0.525  4.391
O  3.840  -0.078  -0.442
P  2.487  0.968  -0.857
C  4.955  0.842  -0.044
O  -0.355  -1.893  10.762
H  0.703  -0.102  1.457
H  -4.528  1.859  -5.252
H  -0.384  -1.339  0.532
O  -1.075  -1.500  -5.055
C  4.141  -0.489  4.295
C  2.368  -3.253  3.726
H  1.348  -1.282  -1.617
C  -0.202  0.267  7.658
C  4.933  1.951  -1.275
C  -2.514  3.900  -8.795
C  1.130  -0.377  -0.874
H  -3.486  -0.620  -5.661
H  1.004  -3.249  1.180
H  2.469  -2.424  0.282
H  -6.089  -0.728  -1.991
C  -0.262  -0.103  9.081
H  5.975  0.369  0.281
O  -0.352  -2.952  6.154
H  -0.328  -1.041  11.250
O  -1.874  4.303  -9.953
O  -0.884  -2.261  -2.425
H  -0.198  -1.181  4.882
H  -1.890  5.285  -9.931
C  1.628  -2.241  1.109
C  -3.333  -0.930  -4.635
H  0.127  0.119  -1.289
H  2.217  1.420  0.500
H  -0.139  1.322  7.424
C  -0.224  -0.669  6.708
H  3.223  -3.864  5.955
C  0.736  -0.943  0.645
O  -0.258  0.735  9.976
H  1.746  -4.239  3.522
C  -3.025  4.960  -7.883
O  3.488  2.355  -1.293
C  -2.666  2.606  -8.508
H  -4.112  5.319  -6.017
H  4.738  -1.482  6.434
C  4.108  -1.649  5.454
C  -3.885  3.244  -6.377
H  3.319  0.124  2.108
H  1.404  1.840  -1.316
C  -0.350  -2.487  8.473
C  -3.730  4.538  -6.662
O  -2.853  6.141  -8.164
C  -0.324  -1.551  9.423
C  -1.969  -1.820  -2.788

Computed properties:
M: 633.519 g/mol
Energy: -2517.3466 Ha
HOMO: -4.08 eV
Charge: -1
Max |F|: 4.74 eV/A

Here is C29H31BF4O2 as an isolated structure from OMol25. Energies are from ωB97M-V/def2-TZVPD.

Positions of all 67 atoms, in Å:
C  -2.604  0.992  -1.695
C  -0.555  0.405  4.191
H  -1.011  6.138  1.586
C  -2.799  0.421  2.089
C  -4.071  2.576  0.138
H  0.921  0.939  1.205
H  -3.790  1.332  3.820
H  -2.765  5.695  -2.149
H  -2.996  5.013  0.209
C  -1.583  1.306  1.938
C  -1.953  1.980  -0.992
H  -2.063  0.326  -2.375
H  -3.711  -2.412  0.539
H  1.549  3.902  2.980
H  0.463  -0.474  5.916
H  -0.854  2.027  -0.927
H  -5.688  -2.141  2.043
H  -1.489  0.423  4.747
C  -1.139  4.875  -0.916
O  -0.606  3.514  1.797
F  2.821  -0.873  4.894
B  -1.646  2.795  2.304
C  -3.765  -1.616  1.251
F  -4.239  -1.342  -2.223
H  -5.788  1.413  -0.332
C  -1.939  4.267  3.693
C  -2.765  2.919  -0.314
C  -4.842  -0.397  3.012
C  -0.213  5.790  2.268
C  0.807  0.656  2.257
C  -0.505  4.430  2.920
H  -3.471  5.554  4.531
C  -0.448  0.818  2.855
C  -3.987  0.864  -1.505
H  -1.278  1.116  0.896
C  -3.806  0.549  3.046
H  0.845  4.575  4.531
C  0.543  -0.133  4.890
C  -4.843  -1.460  2.102
C  1.880  0.072  2.922
H  -1.028  5.858  -0.452
H  -0.268  4.210  -0.970
H  -1.797  -0.955  0.764
O  -2.737  3.620  2.701
C  -4.705  -0.067  -2.418
C  1.762  -0.291  4.247
C  -2.472  4.294  -0.468
H  -4.504  3.147  0.974
H  -5.652  -0.317  3.715
H  -1.483  3.519  5.716
H  -2.388  6.427  3.406
F  -6.052  -0.057  -2.227
H  0.497  2.869  3.973
C  -2.706  -0.738  1.322
H  0.701  5.684  1.659
C  -2.195  4.793  -1.909
C  -2.078  3.250  4.844
C  -4.732  1.590  -0.566
H  -1.782  5.882  4.982
H  -3.136  3.300  5.137
H  -2.095  4.007  -2.671
H  -1.922  2.207  4.488
H  -0.032  6.529  3.063
C  0.695  3.910  3.674
H  2.800  -0.110  2.382
F  -4.463  0.290  -3.724
C  -2.448  5.618  4.151

Computed properties:
M: 498.369 g/mol
Energy: -1698.4444 Ha
HOMO: -8.04 eV
ΔE to the lowest compared entry with this formula, charge and spin: 2.0809 eV
Max |F|: 4.58 eV/A

no.,Kohn-Sham gap (Ha)
1,0.138
2,0.311